No. 1
Formula: C2H6OS
Source: the OMol25 dataset
Level of theory: wB97M-V/def2-TZVPD

Each line ends with the natural charge from an NBO analysis.
Atoms and positions in Å:
O 1.43155 -1.58259 -0.91097  -0.703
C 1.01064 -0.60576 0.00804  -0.090
C -0.31448 -0.09521 -0.38785  -0.533
S -1.04992 1.18265 0.68143  -0.048
H 1.96114 -1.21144 -1.53821  0.463
H 1.75142 0.16302 0.18772  0.171
H 0.98661 -1.08510 0.94084  0.180
H -1.14342 -0.82758 -0.53466  0.233
H -0.27337 0.40276 -1.37132  0.210
H -2.11306 0.50248 0.97930  0.116

Atoms 1-6, force components in eV/Å:
O -1.718 -1.816 2.162
C 0.454 -0.389 -0.024
C -2.262 1.080 -1.466
S 1.060 0.673 0.109
H 2.191 1.550 -2.708
H 0.158 0.591 -0.489

The total energy is -15053.228 eV. Its total charge is 0. As for the HOMO energy: -0.3380 hartree. For the HOMO-LUMO gap, the calculation gives 10.08 eV. As for the SMILES: OCCS. Its energy relative to the best compared isomer or geometry (same formula, charge and spin) is 19.7 kJ/mol.


No. 2
Formula: C21H41N4O5
Source: the OMol25 dataset
Level of theory: wB97M-V/def2-TZVPD

Each line ends with the Löwdin charge.
Atoms and positions in Å:
C -3.23169 1.91365 -2.34319  -0.086
C -3.31403 3.43593 -2.35159  -0.124
C -2.33623 4.16998 -1.48427  -0.472
O -2.43803 5.33537 -1.22835  0.144
O -1.28099 3.43460 -1.00993  -0.018
C -0.92107 3.73133 0.34140  -0.147
C -0.68625 2.45113 1.12320  -0.060
C 0.64803 1.79487 0.80146  -0.233
O 1.36865 1.64519 2.00240  -0.027
C 2.66706 1.20305 1.75889  -0.128
N 2.62172 -0.16027 1.18117  0.003
O 3.39874 -0.16609 -0.02560  -0.083
C 4.77937 -0.50063 0.24429  -0.141
C 5.18922 -1.93345 -0.06789  -0.306
C 4.50553 -2.88833 0.91657  -0.062
C 4.95026 -2.36921 -1.53672  -0.360
C 5.29421 -1.28072 -2.58516  -0.049
C 3.55048 -2.93330 -1.80824  -0.077
C 1.34847 -0.49194 0.63532  -0.259
N 1.07588 -1.81136 0.56489  0.234
N 0.56309 0.44600 0.17622  0.090
C -0.58750 0.09790 -0.66162  -0.092
C -1.73974 -0.72496 -0.01822  -0.158
C -1.88560 -0.72448 1.50756  -0.161
C -3.16953 -0.04926 2.04790  -0.177
N -4.33627 -0.18873 1.17862  -0.153
C -5.32070 0.88969 1.34773  -0.051
C -4.95085 -1.48573 1.33630  -0.466
C -4.61543 -2.51254 0.29053  0.016
O -5.69613 -1.71933 2.25165  0.127
H -3.24998 1.51101 -1.33191  0.053
H -2.35015 1.55957 -2.87575  0.080
H -4.09577 1.51340 -2.87173  0.085
H -3.16880 3.79341 -3.37141  0.133
H -4.31103 3.74766 -2.04886  0.130
H -1.71759 4.30026 0.81806  0.136
H -0.03230 4.36359 0.37487  0.141
H -1.55459 1.80975 1.00313  0.100
H -0.63548 2.73029 2.17567  0.148
H 1.21585 2.45808 0.14058  0.172
H 3.20740 1.86180 1.07339  0.149
H 3.19425 1.17857 2.70816  0.145
H 5.34868 0.20740 -0.35245  0.116
H 5.00330 -0.28053 1.28892  0.131
H 6.25720 -1.99040 0.15492  0.150
H 3.42583 -2.76117 0.90988  0.042
H 4.70093 -3.92584 0.64967  0.088
H 4.84331 -2.70473 1.93574  0.087
H 5.64074 -3.19551 -1.71298  0.133
H 6.03433 -1.66836 -3.28416  0.082
H 5.71650 -0.37439 -2.16581  0.060
H 4.41805 -1.04193 -3.18483  0.077
H 3.42422 -3.04644 -2.88387  0.083
H 2.77416 -2.28960 -1.40561  0.045
H 3.45017 -3.93664 -1.39466  0.079
H 0.81946 -2.29899 -0.27555  0.126
H 1.19643 -2.33912 1.41321  0.142
H -0.20316 -0.45517 -1.51759  0.136
H -0.98280 1.02170 -1.07515  0.094
H -1.61626 -1.75462 -0.34819  0.098
H -2.65969 -0.38344 -0.48514  0.081
H -1.88867 -1.75938 1.85066  0.107
H -1.04176 -0.25562 2.01642  0.102
H -3.38059 -0.50011 3.02501  0.131
H -2.97992 1.00206 2.24974  0.101
H -5.89306 1.00544 0.42811  0.089
H -4.78581 1.82579 1.49817  0.080
H -5.99276 0.72207 2.18863  0.089
H -5.47311 -3.15528 0.12250  0.093
H -4.35738 -2.01147 -0.63952  0.076
H -3.75078 -3.09146 0.61442  0.087

Atoms 1-6, force components in eV/Å:
C -0.117 0.097 -0.205
C 0.160 -0.650 -0.268
C 0.158 0.814 -0.170
O -0.112 -0.158 0.251
O -0.447 -0.736 0.246
C 0.214 0.376 0.248

The total energy is -38631.118 eV. Its total charge is +1. As for the HOMO energy: -0.4272 hartree. For the HOMO-LUMO gap, the calculation gives 7.99 eV. As for the SMILES: CCC(=O)OCC[C@H]1OCN(OC[C@@H](C)C(C)C)C(N)=[N+]1CCCCN(C)C(C)=O.